[1]
One molecule with the formula CH6N4, computed with wB97M-V/def2-TZVPD.

* F_max: 3.4 eV/A
* electronic energy: -7091.7942 eV
* net charge: 0
* SMILES: [H]/N=N/C(N)N

Each line ends with the Löwdin charge.
Geometry (Å):
N  0.5393  0.5040  -1.7948  -0.0099
H  -1.8968  0.7112  0.7475  0.0943
H  -1.1429  1.2046  -0.7302  0.0656
N  0.7855  -0.2791  -0.8020  -0.1211
H  -0.1550  -1.3224  -0.4763  0.2052
H  1.2131  0.2767  -2.5299  0.0386
N  -1.0530  0.8256  0.2096  0.1091
N  0.2630  -0.6038  1.5483  0.0662
C  -0.1459  -0.2071  0.2523  -0.6080
H  0.9903  -1.3077  1.5031  0.0775
H  0.6023  0.1978  2.0724  0.0826



[2]
A 3-piece molecular cluster, C40H26F6O8S overall, computed with wB97M-V/def2-TZVPD.

* F_max: 0.7 eV/A
* electronic energy: -85423.6860 eV
* net charge: 0
* SMILES: CC[C@@]1(F)OS(=O)(=O)O[C@H]1C(F)(F)c1cccc(C(F)(F)F)c1.O=C1c2ccccc2C(=O)c2ccccc21.O=C1c2ccccc2C(=O)c2ccccc21

Each line ends with the Löwdin charge.
Geometry (Å):
H  -6.2232  -6.3332  -4.3778  0.1199
H  -0.3763  0.6022  5.5468  0.1125
C  9.8892  -2.3298  2.9313  -0.0580
C  -0.3637  0.7615  4.4790  -0.0355
H  7.7456  -2.1535  2.9026  0.1196
F  2.8143  1.8253  1.6262  0.1283
H  -0.3001  1.3154  0.6614  0.1203
H  -4.0050  -2.1395  -5.7130  0.1206
C  -6.1669  -0.1738  -3.1888  -0.0004
H  5.2920  1.6346  0.9122  0.1055
C  8.6379  3.3346  0.0002  -0.0030
H  -3.0998  4.6121  1.7341  0.0817
C  -6.8121  -5.8065  -3.6401  -0.0029
C  0.6223  1.5450  3.9014  0.0047
C  0.6271  1.7311  2.5308  -0.1058
C  9.9375  1.4175  0.8903  -0.2779
H  -9.1274  -6.3170  -1.2251  0.1065
C  -8.3095  -4.4128  -1.7556  -0.0037
C  -4.4484  -0.2121  -4.8701  -0.0547
C  -5.5405  -2.2547  -4.2338  -0.0835
H  9.5841  3.7933  -0.2505  0.1198
C  -6.6699  -4.4296  -3.5230  -0.0825
O  -2.5562  1.5544  -2.9609  -0.1944
C  9.9026  0.1021  1.5932  -0.0825
C  7.3874  0.1542  1.6297  -0.2768
C  8.6910  -1.7077  2.6269  -0.0033
H  5.2978  3.8549  -0.1791  0.1081
F  -1.8964  -1.5385  1.0818  0.1187
C  6.2242  2.1176  0.6559  0.0007
C  -5.2342  0.4921  -3.9640  -0.0661
H  12.0299  -2.2330  2.7983  0.1068
S  -2.2582  1.8740  -1.6151  0.6177
C  -5.6932  -3.7271  -4.4060  -0.2785
H  -3.7082  0.3105  -5.4602  0.1113
C  -0.3452  1.1532  1.7267  0.0594
C  11.0948  -1.7425  2.5628  -0.0578
H  -2.1057  -0.4306  4.1412  0.1256
C  7.4231  1.4790  0.9465  -0.0800
C  -4.6056  -1.5793  -5.0102  0.0032
H  -3.6884  -0.4155  -0.1518  0.1780
C  8.6348  2.0870  0.6113  -0.0834
O  6.3367  -0.3783  1.9154  0.1085
O  10.9881  1.9240  0.5605  0.1066
C  -8.4415  -5.7857  -1.8714  -0.0585
H  -1.9531  3.4724  2.4051  0.0717
C  -2.3888  -0.3212  1.4847  -0.3992
H  7.4446  4.9432  -0.7514  0.1071
H  -6.7802  0.3586  -2.4748  0.1200
C  11.1022  -0.5299  1.8957  -0.0029
H  -8.8858  -3.8562  -1.0299  0.1195
F  -5.1342  1.1977  0.3051  0.0883
H  -7.8049  -7.5544  -2.9084  0.1067
C  -3.8333  1.6189  0.3666  -0.4265
C  -1.3364  0.1771  3.6865  0.0029
O  -2.0058  0.5385  -0.7841  -0.1243
C  -2.9838  0.3247  0.2317  -0.1183
C  -1.3372  0.3759  2.3110  -0.1044
O  -1.1943  2.7681  -1.3180  -0.2102
O  -5.0451  -4.3359  -5.2297  0.1069
C  -7.6959  -6.4819  -2.8165  -0.0581
F  -3.4986  -0.5807  2.2588  0.0945
C  1.7040  2.5675  1.9071  -0.5365
H  1.3838  2.0138  4.5081  0.1274
F  2.1107  3.5633  2.7414  0.1250
H  -2.0700  3.6839  0.6694  0.0564
C  -6.3191  -1.5502  -3.3138  -0.0843
O  -3.5995  2.2783  -0.8798  -0.0816
H  9.8866  -3.2758  3.4563  0.1067
F  1.3014  3.1337  0.7485  0.1389
O  -7.9985  -1.6361  -1.6578  0.1049
C  -7.4260  -3.7294  -2.5816  -0.0832
H  12.0307  -0.0595  1.6039  0.1199
H  -4.7174  3.0405  1.5748  0.1288
H  -5.1070  1.5600  -3.8576  0.1060
C  -7.3112  -2.2477  -2.4476  -0.2793
C  -3.7417  2.5558  1.5612  -0.1023
C  7.4402  3.9700  -0.2788  -0.0555
H  -3.6991  1.9400  2.4583  0.1182
C  6.2333  3.3596  0.0450  -0.0514
C  -2.6476  3.6340  1.5847  -0.0437
C  8.6923  -0.4915  1.9557  -0.0825



[3]
C23H22F6N5O3SY as an isolated structure, computed with wB97M-V/def2-TZVPD.

* F_max: 0.8 eV/A
* electronic energy: -65972.6945 eV
* net charge: +2

Each line ends with the Löwdin charge.
Geometry (Å):
H  -3.8214  -5.7247  -3.2162  0.1127
C  2.1356  -4.9989  1.1683  -0.1424
H  3.0214  4.9429  1.8406  0.1860
C  -2.5418  -0.6571  -0.0064  -0.0263
H  -2.6093  -6.3092  -2.2788  0.0329
C  -4.0131  3.3559  0.4092  -0.0705
H  -2.5736  5.0465  0.2876  0.1094
F  4.1649  -6.0287  1.7607  0.1519
F  0.5136  -8.7159  0.5732  0.1162
C  1.0139  -7.5027  0.7636  -0.2317
H  -4.6948  -4.5834  -1.4939  0.1006
H  -4.6550  3.8571  1.1178  0.1182
C  0.8300  -5.1641  0.7638  -0.2084
H  -0.2981  3.5445  0.5366  0.1132
H  4.0709  3.2444  -1.1779  0.1367
C  -2.9593  0.5626  0.4154  0.0707
C  -0.3307  0.2770  -0.3988  -0.0436
C  2.3344  -7.3857  1.1727  -0.1298
F  2.6476  -3.7813  1.3386  0.1296
C  -0.8157  1.5176  0.0483  -0.0964
H  -3.9646  0.7438  0.7673  0.1599
C  1.8327  1.2452  -0.7167  -0.1801
H  2.3674  6.9490  -0.1785  0.1414
H  -2.3887  3.1332  1.9143  0.1596
F  3.1025  1.1128  -1.1380  0.0839
Y  -2.0282  -4.0159  -0.7353  1.5067
C  4.3047  4.8429  0.2221  -0.0693
H  1.3973  -0.7815  -1.1434  0.1480
H  -4.4020  -6.0819  -0.8538  0.1151
C  -2.7829  4.0525  -0.0832  -0.0893
C  1.3883  2.5011  -0.2471  -0.1240
C  0.2184  -6.3830  0.5440  -0.5290
N  2.2304  3.6244  -0.1443  -0.0898
H  -2.4872  3.8662  -1.1070  0.1181
H  5.2336  4.7100  0.7712  0.1438
H  2.2829  5.0868  -1.6618  0.1418
C  3.6854  3.4998  -0.1877  -0.1241
C  -1.2099  -0.8588  -0.4699  -0.2683
N  -3.1785  -5.4818  -2.4675  -0.0701
N  3.3279  5.5729  1.0972  0.0624
H  3.9982  2.7196  0.5042  0.1397
C  2.1172  6.0056  0.3025  -0.0629
C  -2.6636  2.9132  0.8900  -0.2544
N  -3.9702  -5.2572  -1.2618  -0.1341
H  1.3142  6.1689  1.0185  0.1367
C  0.0635  2.6090  0.1387  0.0688
F  0.0824  -4.0271  0.5275  -0.0340
O  -0.8425  -1.9917  -0.8999  -0.0883
C  1.7896  4.8956  -0.7014  -0.1189
N  -2.1458  1.6424  0.4184  0.0159
O  -3.7202  -2.3199  -1.2106  -0.0116
H  0.7209  4.8851  -0.8940  0.1275
H  4.4944  5.4964  -0.6275  0.1407
C  2.9015  -6.1358  1.3778  -0.1303
C  1.0134  0.1613  -0.7790  0.1044
C  -3.2860  -1.9555  -0.0933  -0.6153
O  -3.0628  -2.7948  0.8381  -0.0543
S  -1.4602  -6.4758  0.0454  0.6445
H  3.7682  6.3806  1.5387  0.1894
F  3.0623  -8.4746  1.3624  0.1563
H  -4.5235  2.7203  -0.3009  0.1148